Entry 1:
Entry from the OMol25 dataset: the molecule C7H8 at a distorted geometry (ωB97M-V/def2-TZVPD).

XYZ file:
```
15
Properties=species:S:1:pos:R:3:forces:R:3:nbo_charge:R:1
C 0.56426 1.36174 -0.22269 0.2 1.4 0.4 0.202
C -0.70431 1.11054 0.07944 -0.4 -0.2 -0.2 -0.333
C 0.09514 -1.16491 -0.33312 0.6 -2.5 2.4 -0.214
C 1.71868 1.97643 -0.23734 0.7 -0.3 0.0 -0.541
C 1.15966 -1.51733 0.42953 -0.5 0.8 -1.3 -0.357
C -2.27602 -0.75527 0.08192 0.1 -0.1 0.6 -0.370
C -1.01100 -0.30096 0.16832 -0.7 0.5 -1.4 -0.067
H -1.48213 1.86012 -0.01265 -0.2 -0.1 -0.6 0.227
H -0.18233 -1.86096 -1.12511 0.0 0.3 -0.1 0.211
H 2.63579 1.42555 -0.40748 0.1 0.3 -1.2 0.226
H 1.80107 3.01453 0.06224 0.1 -0.1 1.0 0.223
H 1.75695 -2.38707 0.17798 0.1 0.2 -0.1 0.200
H 1.53488 -0.86055 1.20598 -0.3 -0.3 0.4 0.197
H -3.12768 -0.08683 0.16414 0.1 -0.1 0.2 0.196
H -2.48297 -1.81504 -0.03117 0.0 0.1 -0.2 0.199
```
Positions in Å, forces in eV/Å.

Computed properties:
**Orbital gap (spin up / spin down)**: 7.17 / 7.79 eV
**Structure (SMILES)**: C=C=CC(=C)C=C
**Relative energy (zero: lowest compared OMol25 entry of this formula, charge and spin)**: 128.65 kcal/mol
**Energy**: -7383.1683 eV


Entry 2:
Entry from the OMol25 dataset: the molecule C7H8 (ωB97M-V/def2-TZVPD).

XYZ file:
```
15
Properties=species:S:1:pos:R:3:forces:R:3:nbo_charge:R:1
C -0.14744 -1.51759 -0.20307 0.0 -0.1 0.0 -0.594
C -0.30939 -0.10997 0.38376 0.0 0.0 0.1 -0.287
C 0.30974 0.96288 -0.54626 0.0 0.0 0.0 -0.469
C 1.77282 0.89666 -0.46799 0.5 -0.1 0.1 0.009
C 2.96119 0.77818 -0.31159 -0.4 0.1 -0.1 -0.260
C -1.71641 0.18520 0.68535 -0.4 0.1 0.1 0.010
C -2.86499 0.41973 0.96106 0.4 -0.1 -0.1 -0.255
H -0.77989 -1.64000 -1.08867 0.1 0.0 0.1 0.210
H 0.89533 -1.68753 -0.49063 -0.1 0.0 0.1 0.222
H -0.43687 -2.27805 0.52754 0.0 0.1 -0.1 0.219
H 0.24340 -0.06366 1.33024 -0.1 0.0 -0.1 0.236
H -0.02558 0.79710 -1.57816 0.0 0.0 0.2 0.235
H -0.03623 1.95991 -0.25056 0.1 -0.2 0.0 0.245
H 4.01480 0.67423 -0.17234 -0.2 0.0 -0.1 0.240
H -3.88048 0.62292 1.22133 0.2 0.0 -0.1 0.240
```
Positions in Å, forces in eV/Å.

Computed properties:
**Orbital gap**: 10.98 eV
**Structure (SMILES)**: C#CC[C@H](C)C#C
**Relative energy (zero: lowest compared OMol25 entry of this formula, charge and spin)**: 85.22 kcal/mol
**Energy**: -7385.0518 eV


Entry 3:
Entry from the OMol25 dataset: the molecule C7H8 at a distorted geometry (ωB97M-V/def2-TZVPD).

XYZ file:
```
15
Properties=species:S:1:pos:R:3:forces:R:3:nbo_charge:R:1
C -2.41758 0.03696 0.03163 0.2 0.1 0.0 -0.517
C -3.66942 0.19348 -0.00472 -0.6 0.1 0.0 0.118
C 1.16964 -0.73693 0.24412 -0.6 -1.8 1.5 -0.397
C 1.25290 0.67385 -0.17513 1.9 2.7 -3.9 -0.456
C -0.26337 -1.21888 -0.07605 1.6 -1.1 -2.5 -0.503
C 0.00466 1.44253 0.04844 -5.3 -4.0 0.7 -0.401
C -1.10445 -0.04372 0.00565 1.1 2.5 0.3 0.281
H 1.88132 -1.45315 -0.15670 0.3 0.4 -0.4 0.226
H 1.28580 -0.87946 1.31571 0.1 0.4 0.4 0.204
H 2.06928 1.32613 0.16553 0.2 -0.8 0.6 0.237
H 1.45967 0.73183 -1.28296 -0.2 -0.5 0.7 0.209
H -0.20536 -1.62282 -1.20060 -0.6 0.9 2.2 0.252
H -0.59012 -2.04356 0.55420 -0.1 0.0 -0.1 0.257
H -0.06523 1.64221 1.10792 -0.4 0.8 0.2 0.212
H -0.80773 1.95154 -0.57705 2.5 0.3 0.4 0.277
```
Positions in Å, forces in eV/Å.

Computed properties:
**Orbital gap**: 8.16 eV
**Relative energy (zero: lowest compared OMol25 entry of this formula, charge and spin)**: 147.11 kcal/mol
**Energy**: -7382.3677 eV


Entry 4:
Entry from the OMol25 dataset: the molecule C7H8 at a distorted geometry (ωB97M-V/def2-TZVPD).

XYZ file:
```
15
Properties=species:S:1:pos:R:3:forces:R:3:nbo_charge:R:1
C 1.84813 -0.22180 1.53837 0.3 0.3 -1.0 -0.629
C 0.68703 -0.07939 0.58319 0.0 -0.1 -0.2 -0.013
C 0.85939 0.51557 -0.67559 0.0 1.0 1.3 -0.216
C -0.25116 0.82725 -1.44522 -0.8 0.4 0.8 -0.213
C -1.44827 0.16154 -1.17788 0.1 -0.5 -0.1 -0.231
C -1.55643 -0.64919 -0.05406 0.3 0.5 0.2 -0.195
C -0.57355 -0.53707 0.92930 -0.1 -1.1 -0.3 -0.213
H 2.75007 0.02938 0.97414 0.1 0.0 0.2 0.212
H 1.96606 -1.25717 1.84683 -0.1 0.0 0.4 0.220
H 1.79881 0.47606 2.37219 -0.2 -0.2 0.2 0.222
H 1.80812 1.02738 -0.79566 0.0 -0.1 -0.5 0.205
H -0.33495 1.78523 -1.94591 0.6 -0.5 -1.0 0.217
H -2.32479 0.27414 -1.80261 0.1 0.1 -0.2 0.213
H -2.39431 -1.31797 0.07323 -0.4 0.3 0.3 0.212
H -0.76677 -0.91484 1.92654 0.1 -0.2 0.0 0.208
```
Positions in Å, forces in eV/Å.

Computed properties:
**Orbital gap**: 9.99 eV
**Structure (SMILES)**: Cc1ccccc1
**Relative energy (zero: lowest compared OMol25 entry of this formula, charge and spin)**: 16.99 kcal/mol
**Energy**: -7388.0106 eV


Entry 5:
Entry from the OMol25 dataset: a structure of composition C7H8 at a distorted geometry (ωB97M-V/def2-TZVPD).

XYZ file:
```
15
Properties=species:S:1:pos:R:3:forces:R:3:nbo_charge:R:1
C 0.98129 -1.71023 0.73532 -2.4 3.7 -0.5 -0.145
C 0.04558 -1.38900 -0.18279 0.2 -0.9 -1.0 -0.250
C -0.41567 0.91071 1.69189 0.2 -0.2 2.7 -0.289
C 0.60632 0.27619 1.11720 1.2 -3.4 -0.8 0.129
C -1.15119 0.88900 0.40921 -2.5 -2.3 -0.9 -0.402
C -0.01757 0.11551 -0.25191 0.7 0.5 0.4 -0.176
C 0.68188 0.65690 -1.45688 -3.2 1.5 -1.7 -0.590
H 1.40314 -2.60736 1.10626 0.4 -0.6 0.5 0.200
H -0.51566 -1.99340 -0.99030 1.1 0.5 1.5 0.226
H -0.77851 0.90810 2.76802 0.6 0.4 -1.6 0.224
H -1.91526 0.03863 0.55249 0.3 1.5 -0.2 0.221
H -1.57010 1.69562 -0.16382 -0.3 0.7 0.2 0.215
H 0.93803 1.73840 -1.32920 -0.6 -0.8 -0.5 0.222
H 0.17702 0.33531 -2.48094 0.5 1.3 2.0 0.204
H 1.53070 0.13563 -1.52457 3.8 -1.8 -0.2 0.211
```
Positions in Å, forces in eV/Å.

Computed properties:
**Orbital gap**: 9.28 eV
**Relative energy (zero: lowest compared OMol25 entry of this formula, charge and spin)**: 165.29 kcal/mol
**Energy**: -7381.5794 eV


Entry 6:
Entry from the OMol25 dataset: a structure of composition C7H8 at a distorted geometry (ωB97M-V/def2-TZVPD).

XYZ file:
```
15
Properties=species:S:1:pos:R:3:forces:R:3:nbo_charge:R:1
C 2.65481 1.04769 -0.56291 -1.6 -0.7 0.3 -0.217
C 1.54093 0.59384 -0.36938 1.6 0.7 -0.3 -0.018
C 0.21235 0.05957 -0.08700 -0.2 -0.1 0.1 -0.158
C -0.08509 -1.38162 0.39298 0.0 0.1 0.0 -0.459
C -1.55122 -0.92230 0.10522 0.1 -0.4 -0.4 -0.058
C -0.63633 0.77733 0.99196 -0.3 -0.3 -0.1 -0.438
C -0.93943 -0.14025 -1.10510 0.1 0.1 0.1 -0.459
H 3.63135 1.44379 -0.73216 -0.1 -0.1 0.0 0.238
H 0.18631 -1.66767 1.41695 -0.1 0.1 -0.2 0.209
H 0.21160 -2.16256 -0.31969 -0.1 0.2 0.2 0.223
H -1.69420 0.06272 0.99680 0.4 0.6 0.3 0.256
H -0.99715 1.77937 0.72626 0.1 -0.3 0.1 0.224
H -0.26247 0.69635 2.02065 -0.1 0.0 -0.3 0.224
H -0.70464 -0.83068 -1.92616 0.0 0.2 0.3 0.223
H -1.47008 0.74314 -1.48314 0.2 -0.2 0.2 0.209
```
Positions in Å, forces in eV/Å.

Computed properties:
**Orbital gap**: 8.87 eV
**Relative energy (zero: lowest compared OMol25 entry of this formula, charge and spin)**: 164.91 kcal/mol
**Energy**: -7381.5961 eV


- What is the energy in the third record?
  -7382.3677 eV


- Among the records above, which one has the lowest energy?
  number 4


- What is the relative energy (zero: lowest compared OMol25 entry of this formula, charge and spin) in the fifth record?
  165.29 kcal/mol